Entry 1:
Formula: C23H24N6O3STi
Source: the OMol25 dataset
Level of theory: ωB97M-V with the def2-TZVPD basis set

Last column: Mulliken charge in e.
Atoms and positions in Å:
1 Ti -1.29 -0.44 0.40  -0.05
2 N -1.07 -0.91 2.52  -0.41
3 C -1.81 -2.16 2.87  -0.68
4 C -3.07 -2.22 2.04  -0.48
5 N -2.69 -2.16 0.59  -0.34
6 H -0.12 -0.96 2.87  0.34
7 H -1.50 -0.13 3.01  0.27
8 H -2.05 -2.22 3.93  0.42
9 H -1.17 -3.01 2.63  0.35
10 H -3.71 -1.36 2.25  0.29
11 H -3.63 -3.12 2.29  0.45
12 H -3.52 -2.00 0.03  0.29
13 H -2.34 -3.08 0.32  0.33
14 N -1.24 -0.77 -1.71  -0.35
15 C -1.90 0.27 -2.53  0.76
16 C -1.47 0.35 -3.85  -0.66
17 C -2.01 1.27 -4.72  -0.64
18 C -3.01 2.12 -4.26  -0.82
19 C -3.43 2.03 -2.94  -1.18
20 C -2.90 1.10 -2.04  0.48
21 C -3.40 1.19 -0.62  0.45
22 C -4.74 1.56 -0.42  -0.87
23 C -5.20 1.96 0.83  -0.82
24 C -4.32 2.04 1.90  -0.97
25 C -3.02 1.60 1.74  -0.81
26 C -2.54 1.12 0.50  1.29
27 H -0.26 -0.79 -1.98  0.43
28 H -1.61 -1.67 -2.01  0.34
29 H -0.69 -0.33 -4.20  0.43
30 H -1.66 1.33 -5.74  0.41
31 H -3.44 2.86 -4.91  0.43
32 H -4.17 2.73 -2.59  0.54
33 H -5.42 1.56 -1.25  0.66
34 H -6.23 2.25 0.95  0.44
35 H -4.66 2.42 2.86  0.44
36 H -2.35 1.66 2.59  0.68
37 O 7.82 -2.63 2.07  -0.66
38 S 7.16 -2.76 0.78  1.18
39 O 5.92 -3.51 0.81  -0.67
40 O 8.02 -3.02 -0.35  -0.66
41 C 6.59 -1.06 0.49  -0.04
42 N 7.48 -0.05 0.35  -0.45
43 C 6.99 1.16 0.18  -0.36
44 C 5.62 1.44 0.15  -0.59
45 C 4.80 0.34 0.29  0.22
46 N 5.27 -0.88 0.45  -0.22
47 C 3.32 0.35 0.30  1.14
48 C 2.51 1.47 0.12  -0.96
49 C 1.13 1.34 0.16  -0.22
50 N 0.53 0.16 0.37  0.19
51 C 1.32 -0.93 0.54  -0.47
52 C 2.68 -0.88 0.51  -0.94
53 H 7.71 1.96 0.07  0.42
54 H 5.25 2.45 0.02  0.37
55 H 2.94 2.45 -0.05  0.38
56 H 0.48 2.19 0.03  0.55
57 H 0.82 -1.89 0.69  0.56
58 H 3.30 -1.77 0.64  0.76

Computed properties:
- HOMO-LUMO gap (alpha / beta): 4.7501 / 4.7341 eV
- HOMO level (alpha / beta): -9.09 / -9.09 eV
- Total charge: +1
- <S²>: 0.758
- LUMO (alpha / beta): -0.1595 / -0.1601 Eh
- 2S+1: 2

Entry 2:
Formula: C34H42CrNO4
Source: the OMol25 dataset
Level of theory: ωB97M-V with the def2-TZVPD basis set

Last column: Mulliken charge in e.
Atoms and positions in Å:
1 O -0.12 -0.27 -5.64  -0.37
2 C -0.01 0.99 -6.41  -0.16
3 C 0.20 0.36 -7.76  -0.90
4 H 0.86 1.58 -6.12  -0.01
5 H -0.92 1.61 -6.37  0.31
6 C 0.10 -0.93 -6.93  1.60
7 H 1.19 0.55 -8.17  0.32
8 H -0.60 0.49 -8.49  0.33
9 C 1.40 -1.72 -7.03  -1.78
10 H 2.27 -1.12 -6.70  0.34
11 H 1.54 -2.00 -8.09  0.40
12 H 1.32 -2.63 -6.44  0.39
13 C -1.10 -1.78 -7.32  -1.76
14 H -2.02 -1.18 -7.23  0.39
15 H -1.14 -2.65 -6.66  0.37
16 H -1.00 -2.13 -8.36  0.39
17 Cr -0.44 -1.04 -1.32  0.25
18 C -1.94 -1.18 0.36  -0.28
19 C -1.58 0.20 0.30  0.04
20 C -1.98 0.74 -0.96  -0.86
21 H -1.16 0.78 1.14  0.21
22 C -2.52 -0.34 -1.76  -0.58
23 C -2.50 -1.55 -0.94  -1.01
24 H -2.93 -2.52 -1.21  0.42
25 H -1.89 -1.79 1.27  0.55
26 H -2.05 1.81 -1.18  0.85
27 H -2.98 -0.20 -2.75  0.47
28 C 0.67 -2.38 0.05  -0.34
29 C 0.16 -3.10 -1.09  -0.86
30 C 0.76 -2.53 -2.28  -0.42
31 H -0.47 -3.98 -1.07  0.52
32 C 1.61 -1.42 -1.86  -1.27
33 C 1.56 -1.35 -0.41  0.01
34 H 2.13 -0.67 0.22  0.51
35 H 0.45 -2.62 1.10  0.47
36 H 0.66 -2.92 -3.30  0.45
37 H 2.27 -0.82 -2.49  1.01
38 O 2.17 1.98 -4.34  -0.49
39 C 1.15 1.30 -3.57  -0.30
40 C -0.17 2.08 -3.60  0.95
41 H 1.46 1.26 -2.51  0.28
42 H 1.09 0.27 -3.94  0.01
43 C 0.32 3.51 -3.94  -0.71
44 H -0.64 2.08 -2.61  -0.61
45 H -0.87 1.68 -4.33  0.17
46 C 1.78 3.37 -4.43  -0.60
47 H 0.32 4.10 -3.02  0.34
48 H -0.28 4.05 -4.68  0.28
49 H 2.46 3.96 -3.79  0.37
50 H 1.96 3.72 -5.46  0.26
51 C 5.37 0.59 5.39  -1.65
52 C 4.37 -0.41 4.87  1.10
53 C 4.82 -1.51 4.14  -0.88
54 C 3.93 -2.44 3.58  -0.83
55 C 2.56 -2.26 3.77  -0.57
56 C 2.10 -1.11 4.45  0.17
57 N 0.73 -0.93 4.48  0.19
58 C 0.00 0.26 4.60  -0.51
59 C -1.08 0.35 5.49  -0.26
60 C -1.70 1.59 5.68  -0.51
61 C -1.30 2.70 4.93  -0.59
62 C -0.28 2.58 3.98  -0.44
63 C 0.37 1.37 3.82  0.84
64 C 1.41 1.12 2.72  -0.21
65 O 2.53 1.63 2.87  -0.78
66 O 0.94 0.39 1.80  -0.30
67 C 3.00 -0.25 5.12  1.03
68 C 2.53 0.78 6.09  -1.64
69 H 5.13 1.61 5.08  0.28
70 H 5.40 0.59 6.49  0.33
71 H 6.37 0.35 5.03  0.39
72 H 5.90 -1.64 4.01  0.27
73 H 4.28 -3.29 2.99  0.37
74 H 1.82 -2.97 3.39  0.32
75 H 0.16 -1.76 4.45  0.28
76 H -1.37 -0.54 6.05  0.37
77 H -2.48 1.68 6.44  0.36
78 H -1.79 3.67 5.08  0.36
79 H 0.05 3.42 3.37  0.43
80 H 2.36 1.74 5.59  0.22
81 H 1.61 0.48 6.59  0.35
82 H 3.28 0.95 6.87  0.55

Computed properties:
- HOMO-LUMO gap (alpha / beta): 5.0152 / 6.5935 eV
- HOMO level (alpha / beta): -2.79 / -4.38 eV
- Total charge: -1
- <S²>: 6.035
- LUMO (alpha / beta): 0.0816 / 0.0815 Eh
- 2S+1: 5

Entry 3:
Formula: C22H22N4O5S
Source: the OMol25 dataset
Level of theory: ωB97M-V with the def2-TZVPD basis set

Last column: Mulliken charge in e.
Atoms and positions in Å:
1 C 4.93 -2.38 -0.26  -1.09
2 O 3.63 -2.26 -0.77  -0.36
3 C 2.61 -2.86 -0.09  0.82
4 C 2.74 -3.57 1.09  -0.45
5 C 1.63 -4.14 1.70  -0.85
6 C 0.38 -3.98 1.14  -0.87
7 C 0.23 -3.27 -0.04  -0.83
8 C 1.33 -2.72 -0.67  1.26
9 O 1.30 -2.03 -1.85  -0.28
10 C 0.10 -2.03 -2.59  -1.72
11 C -0.90 -1.03 -2.12  1.35
12 N -2.09 -1.30 -1.65  -0.68
13 N -2.73 -0.15 -1.41  -0.37
14 C -1.92 0.82 -1.73  0.41
15 S -2.27 2.52 -1.71  -0.31
16 C -3.72 2.48 -0.63  -0.64
17 C -3.41 2.32 0.86  0.68
18 O -4.30 2.06 1.64  -0.67
19 N -2.14 2.53 1.22  -0.02
20 C -1.67 2.29 2.57  -1.01
21 C -0.63 1.21 2.59  -0.17
22 C -0.52 0.04 1.90  0.11
23 C 0.68 -0.56 2.34  0.44
24 C 1.21 0.29 3.26  -1.15
25 O 0.43 1.37 3.41  -0.38
26 N -0.73 0.32 -2.19  0.29
27 C 0.47 1.08 -2.48  -1.63
28 C 1.21 1.41 -1.22  0.36
29 C 2.29 0.83 -0.64  0.09
30 C 2.54 1.56 0.55  -0.68
31 C 1.58 2.52 0.60  -0.65
32 O 0.76 2.44 -0.46  -0.34
33 H 5.57 -1.84 -0.95  0.25
34 H 5.02 -1.92 0.74  0.39
35 H 5.25 -3.42 -0.21  0.41
36 H 3.71 -3.70 1.54  0.44
37 H 1.76 -4.70 2.61  0.36
38 H -0.49 -4.41 1.62  0.38
39 H -0.76 -3.13 -0.45  0.41
40 H -0.37 -3.02 -2.60  0.47
41 H 0.40 -1.77 -3.62  0.49
42 H -4.35 1.66 -0.95  0.36
43 H -4.25 3.43 -0.78  0.50
44 H -1.44 2.71 0.51  0.07
45 H -2.55 2.00 3.15  0.41
46 H -1.25 3.20 3.00  0.30
47 H -1.22 -0.35 1.19  0.67
48 H 1.09 -1.50 2.01  0.27
49 H 2.10 0.24 3.85  0.50
50 H 0.18 2.00 -2.99  0.49
51 H 1.12 0.47 -3.12  0.42
52 H 2.84 -0.02 -1.00  0.66
53 H 3.32 1.39 1.26  0.51
54 H 1.38 3.30 1.31  0.58

Computed properties:
- HOMO-LUMO gap: 8.8608 eV
- HOMO level: -8.35 eV
- SMILES: COc1ccccc1OCc1nnc(SCC(=O)NCc2ccco2)n1Cc1ccco1
- Total charge: 0
- LUMO: 0.0189 Eh

Entry 4:
Formula: C21H31ClF2IN4O5
Source: the OMol25 dataset
Level of theory: ωB97M-V with the def2-TZVPD basis set

Last column: Mulliken charge in e.
Atoms and positions in Å:
1 C 5.14 -0.78 -0.63  -0.12
2 C 4.25 -1.47 -1.02  -0.52
3 C 3.07 -2.24 -1.44  -0.60
4 C 2.22 -2.61 -0.19  -1.20
5 C 0.72 -2.33 -0.42  -1.21
6 C 0.23 -1.20 0.50  0.34
7 C 0.66 -1.22 2.00  -2.15
8 C 1.08 -2.52 2.74  0.41
9 C 0.84 -2.31 4.24  -1.56
10 Cl 0.31 -4.04 2.26  -0.16
11 N 0.99 -0.03 -0.09  0.64
12 C 0.39 1.09 -0.31  -2.84
13 N 1.03 2.18 -0.85  0.03
14 C 1.79 1.97 -2.12  -0.20
15 C 1.24 2.70 -3.32  -0.51
16 C 1.52 4.21 -3.30  -1.19
17 C -1.04 0.93 0.25  2.38
18 O -0.82 1.35 1.61  -0.54
19 C -2.29 1.72 -0.24  -0.89
20 I -1.98 3.35 -1.59  0.17
21 C -3.19 2.19 0.93  -0.46
22 C -2.94 3.58 1.50  -1.60
23 C -1.23 -0.62 0.20  1.01
24 C -2.29 -0.99 1.23  -2.61
25 O -2.05 -2.31 1.67  -0.13
26 N -3.16 -2.71 2.58  0.05
27 O -3.66 -3.67 2.20  -0.18
28 N -1.61 -1.14 -1.14  1.23
29 C -2.50 -2.26 -1.22  0.37
30 O -2.18 -3.39 -1.26  -0.40
31 F -3.78 -1.88 -1.27  -0.25
32 C -1.53 -0.34 -2.29  0.18
33 O -0.53 0.03 -2.81  -0.32
34 F -2.72 -0.05 -2.82  -0.31
35 H 5.89 -0.18 -0.17  0.43
36 H 2.52 -1.60 -2.13  0.26
37 H 3.42 -3.13 -1.95  0.48
38 H 2.37 -3.67 0.00  0.51
39 H 2.62 -2.04 0.64  0.41
40 H 0.64 -2.01 -1.45  0.53
41 H 0.15 -3.23 -0.25  0.74
42 H -0.12 -0.74 2.58  0.54
43 H 1.52 -0.56 2.10  0.81
44 H 2.15 -2.65 2.63  0.53
45 H 1.11 -3.22 4.75  0.44
46 H 1.47 -1.50 4.60  0.38
47 H -0.21 -2.12 4.44  0.34
48 H 1.97 -0.08 -0.35  0.28
49 H 1.59 2.67 -0.16  0.35
50 H 1.92 0.91 -2.33  -0.15
51 H 2.80 2.35 -1.95  0.79
52 H 0.19 2.49 -3.49  0.19
53 H 1.77 2.29 -4.18  0.41
54 H 2.39 4.43 -2.70  0.30
55 H 1.75 4.54 -4.31  0.38
56 H 0.65 4.79 -2.98  0.23
57 H 0.00 1.84 1.71  0.51
58 H -2.91 1.03 -0.81  0.69
59 H -4.19 2.21 0.48  0.69
60 H -3.22 1.44 1.71  0.22
61 H -3.51 4.35 1.00  0.42
62 H -3.28 3.57 2.54  0.43
63 H -1.88 3.83 1.55  0.33
64 H -2.24 -0.32 2.09  1.02
65 H -3.29 -0.88 0.82  0.64

Computed properties:
- HOMO-LUMO gap: 8.2631 eV
- HOMO level: -12.17 eV
- SMILES: C#CCCC[C@@]1(C[C@@H](C)Cl)N/C(=[NH+]\CCC)[C@@](O)([C@H](I)CC)[C@@]1(CON=O)N(C(=O)F)C(=O)F
- Total charge: +1
- LUMO: -0.1435 Eh

no.,largest force on an atom (eV Å⁻¹)
1,3.03
2,2.56
3,1.27
4,1.46